# 1
This record from OMol25 describes a cluster of 3 separate species, C28H47BrFINO8 in total at a distorted geometry. The level of theory is wB97M-V/def2-TZVPD.

## Properties
E ... -128522.18750 eV
HOMO ... -12.70 eV
E_LUMO ... -4.20 eV
Orbital gap ... 8.5065 eV

Geometry as ORCA input:
```
! wB97M-V def2-TZVPD RIJCOSX def2/J DEFGRID3
* xyz 1 1
C 0.27 -4.68 -1.90
C 0.51 -3.15 -1.62
C 0.14 -2.38 -2.89
C 0.28 -0.79 -2.79
C 0.65 -0.30 -1.42
C 2.00 -0.30 -1.13
C 3.09 -0.68 -2.13
C 3.29 0.52 -3.13
F 2.89 -1.87 -2.79
C 2.45 0.08 0.12
C 3.92 0.08 0.48
O 4.50 1.13 0.66
O 4.61 -1.10 0.57
C 4.35 -1.82 1.81
C 3.12 -2.74 1.60
C 5.63 -2.62 2.10
C 5.50 -3.46 3.40
C 6.22 -4.83 3.19
C 1.50 0.50 1.06
I 2.18 1.07 2.99
C 0.17 0.54 0.72
C -0.77 1.08 1.76
C -1.18 -0.04 2.80
N -0.25 0.12 -0.50
C -1.70 0.21 -0.80
Br -2.53 -1.51 -1.18
C -2.03 1.28 -1.89
C -3.27 2.09 -1.43
H 0.00 -4.79 -2.96
H 1.18 -5.26 -1.77
H -0.58 -5.08 -1.33
H 1.56 -3.07 -1.34
H -0.09 -2.90 -0.74
H 0.72 -2.74 -3.73
H -0.91 -2.60 -3.13
H 1.04 -0.53 -3.52
H -0.66 -0.39 -3.17
H 4.06 -0.78 -1.64
H 4.31 0.89 -3.07
H 2.56 1.30 -2.93
H 3.15 0.10 -4.13
H 4.21 -1.14 2.66
H 2.34 -2.56 2.35
H 2.66 -2.57 0.62
H 3.43 -3.79 1.63
H 6.43 -1.88 2.15
H 5.80 -3.23 1.20
H 6.00 -2.90 4.19
H 4.45 -3.58 3.66
H 5.74 -5.57 3.84
H 6.06 -5.14 2.16
H 7.28 -4.70 3.40
H -1.66 1.56 1.35
H -0.32 1.87 2.35
H -1.07 0.38 3.80
H -0.52 -0.90 2.73
H -2.23 -0.28 2.64
H -2.26 0.54 0.07
H -1.17 1.94 -2.02
H -2.31 0.78 -2.82
H -3.02 2.65 -0.53
H -3.56 2.74 -2.25
H -4.05 1.36 -1.19
C -5.73 -0.61 0.50
O -6.96 0.05 0.21
C -7.54 0.62 1.27
O -7.09 0.63 2.39
O -8.67 1.19 0.87
C -9.39 1.86 1.91
H -5.37 -1.04 -0.42
H -5.00 0.11 0.88
H -5.88 -1.41 1.22
H -8.80 2.67 2.34
H -9.69 1.15 2.69
H -10.29 2.27 1.46
C 0.89 3.54 -1.06
O -0.31 4.25 -1.38
C -0.31 5.53 -0.96
O 0.59 6.07 -0.37
O -1.47 6.08 -1.31
C -1.61 7.45 -0.93
H 0.77 2.53 -1.45
H 1.75 4.00 -1.55
H 1.03 3.50 0.02
H -0.85 8.06 -1.41
H -1.57 7.55 0.15
H -2.59 7.77 -1.28
*
```

=====

# 2
This record from OMol25 describes a structure of composition C28H47CrN4OP at a distorted geometry. The level of theory is wB97M-V/def2-TZVPD.

## Properties
E ... -75515.10014 eV
HOMO (alpha / beta) ... -9.41 / -9.39 eV
E_LUMO (alpha / beta) ... -4.01 / -2.81 eV
Orbital gap (alpha / beta) ... 5.3973 / 6.5845 eV

Geometry as ORCA input:
```
! wB97M-V def2-TZVPD RIJCOSX def2/J DEFGRID3
* xyz 1 4
Cr -1.86 0.42 0.01
C -3.57 1.53 0.88
C -2.57 1.43 1.91
C -2.39 0.07 2.23
C -3.23 -0.70 1.36
C -3.98 0.21 0.55
C -5.14 -0.11 -0.35
C -3.46 -2.17 1.48
C -1.62 -0.44 3.40
C -1.98 2.58 2.67
C -4.28 2.77 0.45
H -6.07 0.25 0.10
H -5.23 -1.18 -0.51
H -5.02 0.38 -1.31
H -4.05 -2.38 2.38
H -2.53 -2.71 1.56
H -4.02 -2.55 0.63
H -1.56 -1.53 3.40
H -2.12 -0.14 4.32
H -0.60 -0.04 3.43
H -2.53 2.74 3.59
H -2.03 3.50 2.09
H -0.94 2.38 2.93
H -5.15 2.93 1.09
H -4.63 2.67 -0.58
H -3.64 3.64 0.53
O 0.24 0.41 -0.20
P 1.64 -0.12 -0.05
N 1.68 -0.98 1.37
C 0.72 -2.09 1.41
C 1.17 -2.98 2.56
C 2.69 -2.79 2.55
C 2.82 -1.30 2.23
N 1.97 -1.18 -1.30
C 1.94 -0.67 -2.67
C 3.32 -1.00 -3.23
C 3.61 -2.36 -2.60
C 2.94 -2.27 -1.22
N 2.64 1.20 -0.10
C 2.18 2.52 0.34
C 3.43 3.25 0.84
C 4.48 2.15 1.00
C 4.10 1.20 -0.13
H 0.74 -2.65 0.47
H -0.29 -1.69 1.54
H 0.89 -4.02 2.41
H 0.76 -2.64 3.50
H 3.15 -3.39 1.77
H 3.15 -3.04 3.50
H 3.77 -1.05 1.77
H 2.73 -0.71 3.16
H 1.70 0.39 -2.67
H 1.17 -1.20 -3.23
H 4.05 -0.26 -2.90
H 3.32 -1.04 -4.32
H 4.68 -2.56 -2.51
H 3.16 -3.16 -3.19
H 3.68 -2.09 -0.43
H 2.43 -3.21 -0.98
H 1.43 2.40 1.13
H 1.72 3.04 -0.49
H 3.24 3.79 1.77
H 3.76 3.98 0.10
H 4.38 1.66 1.97
H 5.49 2.53 0.91
H 4.51 0.20 -0.02
H 4.44 1.62 -1.08
C -1.60 2.91 -2.14
C -1.65 1.53 -2.71
C -1.47 1.12 -4.01
C -1.57 -0.29 -4.01
C -1.81 -0.66 -2.70
C -1.96 -2.03 -2.12
N -1.86 0.45 -1.91
H -1.45 3.63 -2.95
H -0.78 3.00 -1.42
H -2.53 3.16 -1.63
H -1.29 1.74 -4.87
H -1.48 -0.94 -4.86
H -2.10 -2.75 -2.91
H -2.81 -2.06 -1.44
H -1.06 -2.30 -1.55
*
```

=====

Q: Among the records above, which one has the lowest E?
A: C28H47BrFINO8

=====

Q: The lowest E belongs to which entry?
A: C28H47BrFINO8

=====

Q: Among the records above, which one has the lowest E?
A: C28H47BrFINO8